[1]
11
Properties=species:S:1:pos:R:3:forces:R:3:mulliken_spin:R:1 method="wB97M-V/def2-TZVPD" homo_ev="-6.044 / -9.700" fmax_ev_per_a=3.57 de_lowest_kcal_mol=0.2 multiplicity=3 e_tot_ha=-914.13061 mol_weight_g_mol=106.2 gap_ev="6.77 / 9.14" s2=2.010
S -0.674 2.006 1.786 -0.38 1.36 0.89 0.173
S 0.461 1.488 -0.776 0.37 2.89 -0.97 0.287
C 0.796 0.188 -1.709 0.92 -2.54 -0.72 0.741
C -0.132 0.852 0.656 -0.22 -0.75 1.54 0.693
C -0.296 -0.606 0.952 2.06 0.29 2.91 -0.044
H 1.174 -0.743 -1.263 -0.19 0.53 -0.42 0.035
H 1.076 0.369 -2.729 -0.11 0.13 -0.30 0.015
H -0.165 -0.847 2.142 0.00 0.68 -2.85 0.021
H -0.141 3.276 1.437 -0.20 -1.76 -0.16 0.021
H -1.265 -0.933 0.742 -1.60 -0.77 -0.62 0.045
H 0.461 -1.153 0.357 -0.67 -0.05 0.71 0.013

=====

[2]
12
Properties=species:S:1:pos:R:3:forces:R:3:lowdin_charge:R:1 method="wB97M-V/def2-TZVPD" homo_ev=-8.808 fmax_ev_per_a=2.24 de_lowest_kcal_mol=20.3 smiles="CSCSC=S" e_tot_ha=-1312.42771 mol_weight_g_mol=138.3 gap_ev=8.56
S 1.456 -0.801 -0.138 0.42 -0.41 -0.12 0.732
S -1.286 -1.691 -0.053 -0.17 -0.22 0.44 0.840
S -3.180 0.691 -0.102 0.41 -0.69 0.18 0.614
C -2.784 -0.897 0.051 -0.89 1.03 -0.24 -1.044
C 2.502 0.679 0.039 -1.21 1.56 1.04 -0.416
C -0.279 -0.244 -0.082 1.26 1.32 0.20 -0.901
H -3.607 -1.569 0.219 -0.12 -0.54 0.00 -0.006
H -0.565 0.338 -0.954 0.13 0.08 -0.11 0.022
H 1.858 1.598 0.274 0.90 -1.40 0.10 0.069
H -0.425 0.396 0.809 -0.18 -0.50 -0.35 0.050
H 3.300 0.538 0.790 -0.78 -0.07 -0.03 0.036
H 3.009 0.964 -0.851 0.24 -0.17 -1.12 0.004